{"formula": "C21H40BrNO6S2Si", "method": "ωB97M-V/def2-TZVPD", "homo_ha": -0.3031, "charge": 0, "spin_multiplicity": 1, "lumo_energy_ev": 0.03, "smiles": "CC[C@@H](Br)[C@@](CC=O)(CCCSC(=S)N1CCOCC1)OC(=O)CCO[Si](C)(C)C.CO", "species": ["C", "C", "C", "Br", "C", "C", "C", "O", "C", "C", "C", "S", "C", "S", "N", "C", "C", "O", "C", "C", "O", "C", "O", "C", "C", "O", "Si", "C", "C", "C", "H", "H", "H", "H", "H", "H", "H", "H", "H", "H", "H", "H", "H", "H", "H", "H", "H", "H", "H", "H", "H", "H", "H", "H", "H", "H", "H", "H", "H", "H", "H", "H", "H", "H", "H", "H", "C", "O", "H", "H", "H", "H"], "coordinates": [[0.02752, -4.38894, 2.71756], [0.20117, -3.88998, 1.16954], [-0.21768, -2.34770, 1.14827], [0.80857, -1.29970, 2.48106], [-0.23349, -1.68523, -0.34865], [1.02239, -2.33273, -1.15648], [2.42769, -2.04499, -0.48333], [3.45116, -2.77555, -0.62674], [-1.56663, -2.21316, -1.04846], [-1.63128, -2.12241, -2.63901], [-1.91241, -0.65774, -3.23643], [-0.31321, 0.04037, -3.85704], [-0.31241, 1.87918, -3.75266], [-1.75408, 2.66495, -4.16572], [0.89343, 2.57743, -3.29631], [0.56838, 3.69921, -2.36597], [1.66518, 3.85613, -1.17799], [2.96898, 3.80454, -1.83565], [3.19353, 2.39977, -2.08253], [1.91334, 1.64174, -2.74669], [-0.00436, -0.26313, -0.36297], [-1.13862, 0.52857, -0.05466], [-1.32193, 1.51417, -0.82359], [-2.13004, 0.35024, 1.16864], [-3.23410, 1.48711, 1.35840], [-3.27204, 1.83775, 2.76259], [-2.28610, 3.20369, 3.16097], [-3.33346, 4.68638, 3.84774], [-1.20460, 2.64104, 4.67524], [-1.04491, 3.74252, 1.81350], [-0.69844, -3.73043, 3.30732], [-0.23026, -5.49952, 2.75164], [1.08096, -4.30380, 3.18008], [-0.50910, -4.56142, 0.56761], [1.29510, -4.09315, 0.91528], [-1.32098, -2.31075, 1.48711], [1.03178, -1.76093, -2.16350], [0.84196, -3.42503, -1.44092], [2.57560, -1.14142, 0.21742], [-1.64358, -3.33599, -0.78690], [-2.54131, -1.75816, -0.64663], [-2.53770, -2.76245, -2.96165], [-0.74200, -2.55418, -3.20120], [-2.51234, 0.02684, -2.55547], [-2.57337, -0.82227, -4.16899], [-0.45024, 3.62081, -1.85970], [0.60464, 4.66920, -2.98028], [1.52629, 3.04227, -0.39144], [1.61002, 4.89825, -0.69455], [4.11185, 2.16625, -2.71056], [3.37892, 1.91419, -1.04933], [1.52943, 0.92348, -1.94845], [2.30713, 0.99902, -3.61760], [-2.68042, -0.66244, 1.19133], [-1.48965, 0.34597, 2.13071], [-4.25454, 0.99511, 1.13120], [-3.16083, 2.38021, 0.66202], [-4.10428, 4.23464, 4.58027], [-2.67154, 5.36210, 4.50926], [-3.86236, 5.27000, 3.02670], [-0.80803, 1.59743, 4.36695], [-1.82316, 2.46856, 5.61577], [-0.28167, 3.28948, 4.82333], [-0.40317, 2.90634, 1.38483], [-0.39435, 4.59826, 2.21755], [-1.65863, 4.20676, 0.94991], [4.99227, -5.92797, -1.18322], [4.57660, -5.13682, -0.08313], [5.24219, -6.92700, -0.82419], [4.18181, -5.99947, -1.91434], [5.87500, -5.48035, -1.64788], [4.36046, -4.25515, -0.42902]]}